No. 1
C4H8NO3 | ωB97M-V/def2-TZVPD

Each line ends with the Mulliken charge.
Cartesian coordinates (Å):
1 C 0.183 1.521 1.823  -0.78
2 C 1.296 0.436 1.841  0.59
3 O 0.897 -0.755 1.806  -0.71
4 O 2.467 0.860 1.897  -0.73
5 H -0.094 1.808 2.834  0.28
6 H -0.682 1.170 1.250  0.20
7 H 0.548 2.385 1.256  0.24
8 C 0.398 -0.357 -1.791  -0.65
9 C -0.807 -1.251 -1.765  0.55
10 O -1.221 -1.860 -2.742  -0.67
11 N -1.564 -1.143 -0.636  -0.34
12 H -2.337 -1.787 -0.569  0.21
13 H -1.174 -0.682 0.172  0.19
14 H 1.258 -0.805 -2.280  0.29
15 H 0.738 -0.094 -0.787  0.15
16 H 0.096 0.555 -2.308  0.20

Energy relative to the best compared isomer or geometry (same formula, charge and spin) ... 0.501 eV
Charge ... -1
Kohn-Sham gap ... 8.10 eV
Highest occupied orbital energy ... -4.35 eV

---

No. 2
C4H6O2 | ωB97M-V/def2-TZVPD

Each line ends with the Mulliken charge.
Cartesian coordinates (Å):
1 C 0.014 -0.983 1.529  -1.08
2 C -0.820 -0.253 0.473  -0.25
3 C 0.116 0.379 -0.528  0.51
4 O 1.269 0.651 -0.271  -0.51
5 C -0.298 0.682 -1.970  -0.06
6 O -1.248 0.202 -2.535  -0.45
7 H 0.563 -1.818 1.085  0.31
8 H 0.763 -0.298 1.937  0.28
9 H -0.592 -1.365 2.353  0.35
10 H -1.395 0.559 0.944  0.27
11 H -1.565 -0.867 -0.048  0.29
12 H 0.439 1.351 -2.459  0.35

SMILES ... CCC(=O)C=O
Energy relative to the best compared isomer or geometry (same formula, charge and spin) ... 1.003 eV
Kohn-Sham gap ... 9.50 eV
Highest occupied orbital energy ... -9.91 eV

---

No. 3
C25H38F10N2O5S | ωB97M-V/def2-TZVPD

Each line ends with the Mulliken spin population.
Cartesian coordinates (Å):
1 O -1.965 -8.520 0.009  0.00
2 C -2.353 -7.246 0.094  0.00
3 O -1.726 -5.996 -0.421  0.00
4 C -1.620 -5.030 0.725  0.00
5 C -0.062 -5.243 1.169  0.00
6 F 0.658 -5.569 -0.124  0.00
7 F 0.173 -6.479 2.006  0.00
8 C 0.703 -3.909 1.735  0.00
9 F 0.542 -2.812 0.709  0.00
10 F 2.181 -4.219 1.713  0.00
11 C 0.351 -3.459 3.259  0.00
12 F 1.602 -2.803 3.802  0.00
13 F 0.047 -4.554 4.208  0.00
14 C -0.827 -2.328 3.416  0.00
15 F -1.853 -2.328 2.352  0.00
16 F -0.250 -0.934 3.465  0.00
17 F -1.523 -2.507 4.728  0.00
18 C -2.870 -5.580 1.595  0.00
19 F -3.878 -4.455 1.654  0.00
20 S -2.735 -6.047 3.390  0.00
21 O -3.530 -6.684 0.825  0.00
22 H -1.706 -3.976 0.222  0.00
23 H -2.766 -7.477 3.383  0.00
24 C -3.239 2.165 -1.548  0.01
25 C -3.496 0.629 -1.619  0.03
26 C -2.772 -0.093 -0.445  0.03
27 C -1.260 -0.193 -0.625  -0.03
28 C -0.916 -0.817 -1.974  0.03
29 C -1.588 -0.081 -3.163  0.01
30 N -3.067 0.111 -2.962  0.28
31 O -3.691 -1.135 -3.157  0.64
32 C -0.889 1.284 -3.374  0.03
33 C -1.267 -0.866 -4.478  -0.01
34 C -5.035 0.494 -1.370  -0.01
35 H -4.130 2.722 -1.234  0.00
36 H -2.443 2.424 -0.844  0.00
37 H -2.984 2.590 -2.524  -0.01
38 H -3.171 -1.110 -0.332  0.00
39 H -2.986 0.420 0.502  0.00
40 H -0.800 0.791 -0.523  0.02
41 H -0.844 -0.811 0.177  0.00
42 H 0.176 -0.813 -2.096  0.00
43 H -1.214 -1.871 -1.959  0.00
44 H -1.392 1.866 -4.156  -0.01
45 H 0.152 1.148 -3.698  0.00
46 H -0.838 1.893 -2.471  0.00
47 H -1.591 -1.913 -4.438  0.00
48 H -0.187 -0.889 -4.666  0.00
49 H -1.742 -0.392 -5.346  0.00
50 H -5.608 0.972 -2.173  0.00
51 H -5.320 0.976 -0.425  0.00
52 H -5.362 -0.549 -1.287  0.00
53 C 2.909 4.602 2.416  0.01
54 C 2.242 3.450 1.604  0.02
55 C 2.990 2.109 1.859  0.02
56 C 4.341 2.016 1.154  -0.02
57 C 4.196 2.311 -0.335  0.02
58 C 3.498 3.669 -0.611  0.03
59 N 2.207 3.820 0.149  0.31
60 O 1.245 3.003 -0.475  0.61
61 C 4.470 4.820 -0.258  0.00
62 C 3.295 3.819 -2.155  0.00
63 C 0.819 3.319 2.240  -0.01
64 H 2.293 4.925 3.263  0.00
65 H 3.882 4.315 2.827  0.00
66 H 3.045 5.509 1.818  -0.01
67 H 2.369 1.268 1.520  0.00
68 H 3.138 1.958 2.936  0.00
69 H 5.058 2.695 1.618  0.00
70 H 4.744 1.006 1.286  0.00
71 H 5.193 2.299 -0.795  0.00
72 H 3.638 1.492 -0.803  0.00
73 H 3.981 5.795 -0.365  -0.01
74 H 5.338 4.824 -0.933  0.00
75 H 4.883 4.750 0.749  0.00
76 H 2.721 2.993 -2.591  0.00
77 H 4.260 3.826 -2.677  0.00
78 H 2.784 4.759 -2.397  0.00
79 H 0.231 4.230 2.084  0.00
80 H 0.891 3.150 3.323  0.00
81 H 0.252 2.470 1.841  0.00

Expectation value of S² ... 2.0096
Spin multiplicity ... 3
Kohn-Sham gap (spin up / spin down) ... 7.96 / 8.54 eV
Highest occupied orbital energy (spin up / spin down) ... -9.02 / -9.60 eV

---

No. 4
C11H15O3 | ωB97M-V/def2-TZVPD

Each line ends with the Mulliken charge.
Cartesian coordinates (Å):
1 C -0.771 -1.532 0.615  -2.25
2 C 0.193 -0.452 0.958  2.03
3 C 0.120 -0.200 2.458  -2.10
4 C 1.631 -0.849 0.581  -0.34
5 C 2.350 -2.117 1.173  0.07
6 O 2.063 -3.192 0.563  -0.72
7 O 3.172 -1.901 2.122  -0.73
8 C 2.125 -0.192 -0.427  -0.22
9 C 1.181 0.840 -0.839  -0.70
10 C 0.044 0.914 0.194  -0.13
11 C -1.407 1.212 -0.285  -1.10
12 C -1.704 0.633 -1.617  0.32
13 C -1.637 1.485 -2.850  -0.72
14 O -2.865 1.109 -2.272  -0.51
15 H -1.711 -1.232 1.027  0.49
16 H -0.334 -2.411 0.950  0.65
17 H -0.711 -1.635 -0.454  0.36
18 H -0.694 0.425 2.833  0.37
19 H 1.015 0.229 2.728  0.60
20 H 0.050 -1.111 3.104  0.41
21 H 3.174 -0.221 -0.868  0.30
22 H 1.746 1.747 -0.980  0.36
23 H 0.742 0.723 -1.869  0.14
24 H 0.206 1.595 1.046  0.59
25 H -2.008 0.775 0.454  0.37
26 H -1.763 2.239 -0.149  0.52
27 H -1.380 -0.399 -1.908  0.27
28 H -1.421 2.579 -2.582  0.26
29 H -1.406 0.939 -3.706  0.39

SMILES ... CC1(C)C(C(=O)[O-])=CC[C@H]1C[C@@H]1CO1
Energy relative to the best compared isomer or geometry (same formula, charge and spin) ... 0.349 eV
Charge ... -1
Kohn-Sham gap ... 7.33 eV
Highest occupied orbital energy ... -4.20 eV

---

No. 5
C6H11N | ωB97M-V/def2-TZVPD

Each line ends with the Mulliken charge.
Cartesian coordinates (Å):
1 C 2.244 0.405 -0.088  -1.20
2 C 1.147 -0.637 -0.268  -0.58
3 C -0.299 -0.130 -0.244  0.75
4 C -2.186 -0.935 1.362  -0.69
5 C -0.617 0.975 -1.248  -1.45
6 C -0.973 0.017 1.086  0.30
7 N -1.071 0.575 2.176  -0.62
8 H 2.217 1.159 -0.883  0.32
9 H 3.228 -0.076 -0.126  0.37
10 H 2.154 0.918 0.876  0.31
11 H 1.254 -1.428 0.486  0.36
12 H 1.258 -1.126 -1.246  0.36
13 H -2.104 -1.828 1.979  0.25
14 H -3.216 -0.615 1.210  0.24
15 H -0.918 -0.984 -0.511  0.16
16 H -1.668 1.279 -1.175  0.41
17 H 0.006 1.867 -1.136  0.36
18 H -0.457 0.564 -2.251  0.36

Energy relative to the best compared isomer or geometry (same formula, charge and spin) ... 3.524 eV
Kohn-Sham gap ... 9.11 eV
Highest occupied orbital energy ... -8.73 eV

---

No. 6
C5H10O | ωB97M-V/def2-TZVPD

Each line ends with the Mulliken charge.
Cartesian coordinates (Å):
1 O 2.037 1.043 0.032  -0.52
2 C 1.862 -0.371 -0.033  -0.57
3 C 0.488 -0.847 -0.454  -0.46
4 C -0.607 -0.283 0.402  -0.10
5 C -2.006 -0.105 -0.097  -0.61
6 C -1.126 1.098 0.104  -0.65
7 H 1.434 1.393 0.702  0.33
8 H 2.156 -0.793 0.947  0.30
9 H 2.570 -0.723 -0.782  0.34
10 H 0.504 -1.945 -0.407  0.29
11 H 0.312 -0.603 -1.510  0.26
12 H -0.496 -0.547 1.453  0.35
13 H -2.232 -0.405 -1.118  0.24
14 H -2.813 -0.268 0.611  0.25
15 H -0.744 1.596 -0.785  0.24
16 H -1.338 1.761 0.936  0.30

SMILES ... OCCC1CC1
Energy relative to the best compared isomer or geometry (same formula, charge and spin) ... 1.154 eV
Kohn-Sham gap ... 11.14 eV
Highest occupied orbital energy ... -10.05 eV

---

No. 7
C5H13NO | ωB97M-V/def2-TZVPD

Each line ends with the Mulliken spin population.
Cartesian coordinates (Å):
1 C -1.047 2.489 -0.553  0.01
2 N -1.320 0.503 1.716  0.21
3 C -0.144 1.057 1.308  0.23
4 C -0.019 1.566 0.013  0.39
5 C 1.250 1.379 -0.791  0.02
6 C 1.006 0.769 2.284  0.04
7 H -0.995 3.462 -0.073  0.02
8 H -2.023 2.033 -0.617  0.02
9 H -0.764 2.720 -1.562  0.00
10 H -1.770 0.015 0.948  0.00
11 H -1.234 -0.181 2.453  -0.01
12 H 0.986 0.822 -1.681  0.02
13 H 1.929 0.851 -0.131  -0.01
14 H 1.636 2.376 -0.995  0.04
15 H 0.901 1.486 3.093  0.00
16 H 0.940 -0.277 2.568  0.01
17 H 1.919 0.874 1.708  0.00
18 H -0.396 -5.493 -3.250  0.00
19 H -0.024 -6.754 -2.592  0.00
20 O 0.308 -6.155 -3.276  0.00

Expectation value of S² ... 0.7562
Energy relative to the best compared isomer or geometry (same formula, charge and spin) ... 0.734 eV
Spin multiplicity ... 2
Charge ... +1
Kohn-Sham gap (spin up / spin down) ... 9.21 / 6.87 eV
Highest occupied orbital energy (spin up / spin down) ... -13.38 / -13.38 eV

---

No. 8
C5H3NO | ωB97M-V/def2-TZVPD

Each line ends with the Mulliken charge.
Cartesian coordinates (Å):
1 C -0.789 -2.315 0.720  -0.04
2 C -0.242 -1.325 0.311  -0.59
3 C 0.173 -0.019 -0.063  0.40
4 C -0.366 1.172 0.512  -0.24
5 N 0.093 2.244 -0.064  -0.39
6 O 0.957 1.797 -1.040  -0.17
7 C 0.995 0.462 -1.032  -0.27
8 H -1.397 -3.110 1.080  0.42
9 H -1.080 1.235 1.323  0.45
10 H 1.636 -0.004 -1.767  0.45

SMILES ... C#Cc1cnoc1
Energy relative to the best compared isomer or geometry (same formula, charge and spin) ... 2.438 eV
Kohn-Sham gap ... 10.41 eV
Highest occupied orbital energy ... -9.51 eV

---

No. 9
C5H6N2 | ωB97M-V/def2-TZVPD

Each line ends with the Mulliken charge.
Cartesian coordinates (Å):
1 C -0.136 2.009 0.454  -1.17
2 C -0.689 0.765 1.040  0.09
3 N -0.043 -0.215 1.935  -0.57
4 C -0.228 -0.615 0.700  0.27
5 C -0.167 -1.487 -0.330  0.52
6 N -0.561 -2.476 -0.967  -0.50
7 C 0.834 -2.064 -1.337  -0.44
8 H -0.527 2.988 0.772  0.33
9 H -0.322 2.081 -0.736  0.22
10 H 0.869 2.002 0.635  0.37
11 H -1.673 0.966 1.169  0.41
12 H 0.966 -1.435 -2.314  0.17
13 H 1.677 -2.521 -1.021  0.30

SMILES ... C[C@@H]1N=C1C1=NC1
Energy relative to the best compared isomer or geometry (same formula, charge and spin) ... 5.478 eV
Kohn-Sham gap ... 10.08 eV
Highest occupied orbital energy ... -9.65 eV

---

No. 10
C23H42CrN2O3P2 | ωB97M-V/def2-TZVPD

Each line ends with the Mulliken spin population.
Cartesian coordinates (Å):
1 P 1.795 4.812 -1.696  0.01
2 P -0.800 3.993 -3.967  0.00
3 C 1.415 5.685 -3.309  0.00
4 C -0.021 5.655 -3.861  0.00
5 H 2.200 5.332 -4.010  0.00
6 H 1.639 6.728 -3.049  0.00
7 H -0.736 6.317 -3.331  0.00
8 H 0.044 5.983 -4.906  0.00
9 C 0.027 3.450 -5.516  0.00
10 H -0.289 2.430 -5.773  0.00
11 H 1.121 3.523 -5.422  0.00
12 H -0.315 4.151 -6.281  0.00
13 C -2.513 4.291 -4.520  0.00
14 H -2.448 4.724 -5.540  0.00
15 H -3.023 4.995 -3.833  0.00
16 H -3.021 3.308 -4.550  0.00
17 C 3.517 5.379 -1.533  0.00
18 H 3.911 5.050 -0.559  0.00
19 H 3.468 6.480 -1.558  0.00
20 H 4.109 5.011 -2.387  0.00
21 C 0.992 6.124 -0.666  0.00
22 H -0.078 6.248 -0.908  0.00
23 H 1.515 7.045 -0.959  0.00
24 H 1.178 5.955 0.406  0.00
25 Cr -0.039 0.648 0.717  4.24
26 C -1.705 1.399 -2.466  0.01
27 C -0.638 0.965 -3.142  0.00
28 C 0.792 1.455 -3.230  0.00
29 C 1.925 1.378 -2.157  0.03
30 C 1.873 2.488 -1.118  -0.04
31 C 0.670 2.690 -0.284  0.00
32 C -0.595 3.193 -0.987  -0.07
33 C -1.799 2.253 -1.169  0.11
34 C 0.308 0.330 2.685  -0.18
35 H -2.643 0.889 -2.746  0.00
36 H -0.778 0.042 -3.737  0.00
37 H 0.782 2.535 -3.451  0.00
38 H 1.176 0.945 -4.140  0.00
39 H 1.992 0.328 -1.800  -0.04
40 H 2.936 1.528 -2.618  0.00
41 H 2.820 2.710 -0.589  -0.02
42 H 0.950 3.536 0.383  -0.01
43 H -0.267 3.433 -2.006  0.00
44 H -0.906 4.171 -0.542  0.01
45 H -1.990 1.715 -0.206  -0.07
46 H -2.755 2.819 -1.294  0.01
47 H -0.623 -0.059 3.132  0.02
48 H 0.588 1.333 3.066  0.02
49 H 1.150 -0.386 2.715  0.02
50 C -2.756 -3.745 -2.110  0.00
51 C -2.789 -3.916 -0.609  0.00
52 C -1.505 -3.407 0.098  -0.02
53 C -1.558 -3.724 1.623  0.00
54 C -2.830 -3.240 2.296  0.00
55 C -0.302 -4.158 -0.514  0.00
56 O -0.304 -5.359 -0.720  0.00
57 N 0.812 -3.409 -0.866  0.00
58 C 0.997 -2.032 -0.615  0.04
59 O 2.052 -1.480 -0.907  0.00
60 N -0.062 -1.337 -0.066  -0.08
61 C -1.312 -1.884 -0.060  0.01
62 O -2.273 -1.089 -0.033  -0.01
63 H -2.588 -2.704 -2.400  0.00
64 H -3.715 -4.067 -2.519  0.00
65 H -1.977 -4.377 -2.545  0.00
66 H -3.666 -3.420 -0.174  0.00
67 H -2.850 -4.986 -0.358  0.00
68 H -1.458 -4.816 1.732  0.00
69 H -0.672 -3.267 2.097  0.00
70 H -3.657 -3.928 2.093  0.00
71 H -2.688 -3.199 3.378  0.00
72 H -3.106 -2.244 1.939  0.00
73 H 1.607 -3.902 -1.281  0.00

Expectation value of S² ... 6.0511
Spin multiplicity ... 5
Kohn-Sham gap (spin up / spin down) ... 6.76 / 7.30 eV
Highest occupied orbital energy (spin up / spin down) ... -6.91 / -7.36 eV

---

No. 11
C5H12N2 | ωB97M-V/def2-TZVPD

Each line ends with the Mulliken spin population.
Cartesian coordinates (Å):
1 C 0.625 -1.412 -0.760  0.03
2 C -0.348 -0.879 0.283  0.85
3 C 0.801 -0.021 -0.113  0.01
4 C 0.498 1.144 -1.065  0.04
5 C 1.865 0.224 0.842  0.02
6 N -2.629 0.514 0.588  0.28
7 N -2.271 -0.384 -0.272  0.80
8 H 1.269 -2.206 -0.431  0.01
9 H 0.247 -1.339 -1.804  0.01
10 H -0.399 -1.191 1.356  0.00
11 H 1.424 1.553 -1.634  0.00
12 H 0.197 2.004 -0.401  0.00
13 H -0.267 0.944 -1.745  0.00
14 H 1.766 -0.485 1.750  -0.01
15 H 1.902 1.273 1.117  0.00
16 H 2.781 -0.045 0.480  0.01
17 H -2.652 0.258 1.591  0.04
18 H -2.050 1.311 0.334  0.00
19 H -2.757 -1.264 -0.114  -0.08

Expectation value of S² ... 2.0079
Energy relative to the best compared isomer or geometry (same formula, charge and spin) ... 2.583 eV
Spin multiplicity ... 3
Kohn-Sham gap (spin up / spin down) ... 6.29 / 8.87 eV
Highest occupied orbital energy (spin up / spin down) ... -5.23 / -9.36 eV

---

No. 12
C6H28O8 | ωB97M-V/def2-TZVPD

Each line ends with the Mulliken charge.
Cartesian coordinates (Å):
1 O 1.494 1.864 -1.930  -0.32
2 H 1.312 2.875 -1.745  0.48
3 H 2.200 1.503 -1.396  0.48
4 H 0.931 1.244 -1.520  0.21
5 O -0.179 0.280 -0.658  -0.41
6 H 0.173 -0.352 0.001  -0.08
7 C -3.229 1.410 -1.875  -0.61
8 O -1.858 1.741 -2.112  -0.52
9 H -3.850 0.941 -2.618  0.27
10 H -3.791 2.488 -1.594  0.23
11 H -3.260 0.930 -0.926  0.25
12 H -1.465 1.015 -1.457  0.30
13 C -0.842 0.644 2.766  -0.32
14 O -1.249 1.525 1.733  -0.56
15 H -1.293 -0.440 2.455  0.08
16 H -1.311 1.103 3.660  0.28
17 H 0.153 0.795 3.030  0.20
18 H -0.999 1.025 0.804  0.19
19 C 3.281 -1.314 1.293  -0.43
20 O 2.861 -1.948 2.524  -0.54
21 H 3.232 -2.227 0.726  0.38
22 H 3.932 -0.676 1.586  0.36
23 H 2.493 -0.903 0.738  -0.07
24 H 2.233 -2.666 2.458  0.29
25 C -1.603 -2.125 -3.211  -0.49
26 O -0.255 -1.625 -2.894  -0.56
27 H -1.455 -3.191 -2.848  0.20
28 H -1.827 -2.181 -4.277  0.28
29 H -2.517 -1.615 -2.641  0.16
30 H -0.320 -0.899 -2.200  0.42
31 C -1.539 -2.567 0.682  -0.88
32 O -2.416 -1.500 0.374  -0.53
33 H -1.641 -2.711 1.695  0.51
34 H -0.631 -2.283 0.674  0.32
35 H -1.697 -3.549 0.150  0.27
36 H -1.970 -0.705 0.321  0.13
37 C 2.513 2.280 1.517  -0.74
38 O 3.272 2.367 0.310  -0.58
39 H 2.948 1.759 2.321  0.41
40 H 1.551 1.755 1.529  0.13
41 H 2.331 3.208 1.942  0.49
42 H 4.270 2.714 0.626  0.33

Energy relative to the best compared isomer or geometry (same formula, charge and spin) ... 10.863 eV
Kohn-Sham gap ... 8.70 eV
Highest occupied orbital energy ... -9.30 eV